[1]
# C2H4N2O2

A structure of composition C2H4N2O2 at a distorted geometry (ωB97M-V with the def2-TZVPD basis set, OMol25).

Results
net charge: 0
spin multiplicity: 1
lowest unoccupied orbital energy (alpha / beta): -1.110 / -1.109 eV

Each line ends with the Mulliken charge.
Geometry (Å):
O1 -3.0296 -1.1559 -0.2837  -0.36
O2 -3.2529 1.0754 0.0248  -0.15
N1 -2.1285 1.2974 0.2138  0.17
N2 -1.8687 -1.0677 0.1250  -0.27
C1 -1.0697 -0.1330 -0.4174  0.15
C2 0.2410 0.1585 0.2529  -0.91
H1 0.7506 0.9643 -0.2671  0.29
H2 0.0588 0.4736 1.2811  0.28
H3 0.8836 -0.7186 0.2811  0.31
H4 -1.1748 0.1209 -1.4730  0.49

***

[2]
# C2H4N2O2

A cluster of 2 separate species, C2H4N2O2 in total at a distorted geometry (ωB97M-V with the def2-TZVPD basis set, OMol25).

Results
net charge: 0
spin multiplicity: 1
lowest unoccupied orbital energy: -0.696 eV

Each line ends with the Mulliken charge.
Geometry (Å):
O1 0.4232 0.8371 -2.1949  -0.62
O2 -1.6587 1.2652 -1.7610  -0.67
N1 -0.5758 0.7787 -1.5134  1.18
N2 -0.5057 0.0775 -0.3761  -0.53
C1 0.6209 -0.3092 0.2907  0.18
C2 0.6673 -0.7891 1.5226  -0.81
H1 -1.8576 0.3034 0.2801  0.42
H2 -0.2222 -0.9026 2.1165  0.23
H3 1.5063 -0.1795 -0.3234  0.35
H4 1.6023 -1.0815 1.9590  0.26

***

[3]
# C2H4N2O2

An isolated molecule of C2H4N2O2 (ωB97M-V with the def2-TZVPD basis set, OMol25).

Results
net charge: 0
spin multiplicity: 1
lowest unoccupied orbital energy: 0.386 eV

Each line ends with the Mulliken charge.
Geometry (Å):
O1 -1.8344 -0.2731 -0.2125  -0.34
O2 1.3433 1.3187 1.5970  -0.31
N1 0.4640 0.6163 0.8297  -0.11
N2 -1.1350 -0.9940 -1.1348  -0.43
C1 0.9440 -0.0137 -0.1705  0.34
C2 0.1331 -0.8100 -1.0935  -0.40
H1 -2.7501 -0.5027 -0.4108  0.37
H2 2.2466 1.1341 1.2918  0.32
H3 2.0312 -0.0313 -0.3545  0.24
H4 0.6364 -1.3790 -1.8827  0.33

***

[4]
# C2H4N2O2

An isolated molecule of C2H4N2O2 at a distorted geometry (ωB97M-V with the def2-TZVPD basis set, OMol25).

Results
net charge: 0
spin multiplicity: 1
lowest unoccupied orbital energy: 0.910 eV

Each line ends with the Mulliken charge.
Geometry (Å):
O1 1.0276 0.3523 -1.4787  -0.51
O2 -0.9465 -0.5359 -0.7539  -0.32
N1 -0.3774 0.4358 1.3854  -0.20
N2 0.9091 -0.0572 1.4156  -0.46
C1 -1.1611 0.2046 0.4413  0.03
C2 0.0785 -0.3476 -1.6404  0.21
H1 -0.0983 -1.0012 -2.4946  0.37
H2 -2.2235 0.3976 0.5248  0.36
H3 1.4126 0.0273 0.5426  0.25
H4 1.3791 0.5242 2.0580  0.27

***

[5]
# C2H4N2O2

An isolated molecule of C2H4N2O2 at a distorted geometry (ωB97M-V with the def2-TZVPD basis set, OMol25).

Results
net charge: 0
spin multiplicity: 1
lowest unoccupied orbital energy: -0.299 eV

Each line ends with the Mulliken charge.
Geometry (Å):
O1 2.1518 -0.5812 0.0190  -0.47
O2 -1.7607 -0.9890 0.0734  -0.33
N1 -0.4223 -0.9421 -0.1021  -0.17
N2 -0.9410 1.4062 -0.0672  -0.70
C1 0.0057 0.2662 -0.0310  0.51
C2 1.4283 0.4061 0.0146  -0.09
H1 -1.2843 1.7091 1.0647  0.30
H2 -0.6462 2.2057 -0.7168  0.25
H3 -2.0488 -0.0630 -0.1017  0.42
H4 1.7894 1.4278 0.2981  0.28

***

[6]
# C2H4N2O2

An isolated molecule of C2H4N2O2 (ωB97M-V with the def2-TZVPD basis set, OMol25).

Results
net charge: 0
spin multiplicity: 1
lowest unoccupied orbital energy: 0.908 eV

Each line ends with the Mulliken charge.
Geometry (Å):
O1 0.9520 0.5493 1.6641  -0.51
O2 0.3412 1.1085 -0.4918  -0.39
N1 0.5428 -1.0825 -0.6457  -0.58
N2 -1.2509 0.4051 1.0294  -0.46
C1 0.6835 0.0310 -1.2218  0.09
C2 0.0830 0.6088 0.8473  0.76
H1 -1.4843 -0.0004 1.9244  0.24
H2 1.0325 0.2647 -2.2340  0.39
H3 -1.7622 0.0224 0.2462  0.25
H4 0.8624 -1.9068 -1.1182  0.21

***

[7]
# C2H4N2O2

An isolated molecule of C2H4N2O2 at a distorted geometry (ωB97M-V with the def2-TZVPD basis set, OMol25).

Results
net charge: 0
spin multiplicity: 1
lowest unoccupied orbital energy (alpha / beta): -1.697 / -1.689 eV

Each line ends with the Mulliken charge.
Geometry (Å):
O1 3.1237 0.4471 -0.0864  -0.50
O2 -0.2680 -1.5403 0.0512  -0.46
N1 -0.3749 -0.3513 -0.0343  0.63
N2 0.8607 0.6267 0.1551  -0.38
C1 -1.5661 0.4262 0.0168  -0.70
C2 2.0237 -0.0790 -0.0796  0.13
H1 -1.9110 0.4653 1.0070  0.33
H2 -2.4339 -0.1984 -0.2684  0.32
H3 -1.2340 1.3195 -0.3437  0.33
H4 1.7799 -1.1157 -0.4178  0.31

***

[8]
# C2H4N2O2S

A cluster of 2 separate species, C2H4N2O2S in total at a distorted geometry (ωB97M-V with the def2-TZVPD basis set, OMol25).

Results
net charge: 0
spin multiplicity: 1
lowest unoccupied orbital energy: -2.032 eV

Each line ends with the Mulliken charge.
Geometry (Å):
S1 -0.0720 1.7169 -1.0843  -0.04
O1 0.1645 -2.2226 1.6096  -0.49
O2 0.0007 -0.7265 -0.7681  -0.34
N1 -0.6156 -1.1596 1.4661  0.07
N2 -0.0696 1.0563 0.6614  -0.50
C1 -0.1537 -0.2384 0.6030  0.27
C2 0.7441 0.2652 -1.5281  -0.19
H1 -0.7067 -0.7255 2.4764  0.38
H2 1.8085 0.2921 -0.9996  0.21
H3 0.9564 0.0737 -2.7228  0.27
H4 -0.9738 -2.9562 2.5210  0.35

***

[9]
# C2H4N2O2S

An isolated molecule of C2H4N2O2S at a distorted geometry (ωB97M-V with the def2-TZVPD basis set, OMol25).

Results
net charge: 0
spin multiplicity: 1
lowest unoccupied orbital energy: 0.173 eV

Each line ends with the Mulliken charge.
Geometry (Å):
S1 -1.1846 0.9309 0.4955  -0.10
O1 0.7389 -1.2631 0.8453  -0.44
O2 1.4225 1.2861 1.0985  -0.54
N1 -1.5276 -0.4247 -1.6398  -0.63
N2 0.4252 -1.0377 -0.4821  -0.23
C1 0.2596 1.6847 1.1057  0.12
C2 -0.7003 -0.2225 -0.7181  0.59
H1 -1.2216 -1.1078 -2.3288  0.22
H2 0.3566 -1.9391 -0.9230  0.27
H3 1.4020 -0.5661 1.0273  0.39
H4 0.0293 2.6594 1.5195  0.37

***

[10]
# C2H4N2O2S2

An isolated molecule of C2H4N2O2S2 at a distorted geometry (ωB97M-V with the def2-TZVPD basis set, OMol25).

Results
net charge: 0
spin multiplicity: 1
lowest unoccupied orbital energy: -0.381 eV

Each line ends with the Mulliken charge.
Geometry (Å):
S1 0.2208 -1.1571 -0.7299  -0.21
S2 -2.5146 -0.5122 0.2632  -0.31
O1 2.1686 -0.7674 1.2722  -0.27
O2 0.0410 2.2312 -0.2957  -0.44
N1 -0.6568 1.3056 0.3968  -0.12
N2 2.4929 0.0864 0.1791  -0.21
C1 1.5366 0.2114 -0.7615  -0.26
C2 -0.9752 0.1101 0.0101  0.35
H1 1.1010 2.0924 -0.0123  0.45
H2 1.4603 -1.3339 0.9367  0.32
H3 1.6774 0.8294 -1.7730  0.41
H4 -1.4356 1.7374 0.9800  0.28

***

[11]
# C2H4N2O3

A cluster of 3 separate species, C2H4N2O3 in total at a distorted geometry (ωB97M-V with the def2-TZVPD basis set, OMol25).

Results
net charge: +2
spin multiplicity: 1
lowest unoccupied orbital energy (alpha / beta): -15.733 / -15.750 eV

Each line ends with the Mulliken charge.
Geometry (Å):
O1 -2.5614 2.5360 2.3730  -0.12
O2 -2.4572 0.2245 2.5835  -0.19
O3 -1.1684 2.4461 0.8186  0.03
N1 0.3296 -1.7260 0.1729  -0.30
N2 0.7198 0.4450 1.1965  -0.42
C1 0.5586 -0.4694 0.4111  0.78
C2 -2.5194 1.3819 2.5129  0.84
H1 0.3294 -2.2593 -0.7382  0.34
H2 0.1327 -2.2447 0.9964  0.31
H3 0.7888 1.0732 0.5814  0.34
H4 -0.9115 1.5927 0.9530  0.39

***

[12]
# C2H4N2OS

An isolated molecule of C2H4N2OS at a distorted geometry (ωB97M-V with the def2-TZVPD basis set, OMol25).

Results
net charge: 0
spin multiplicity: 1
lowest unoccupied orbital energy: 0.214 eV

Each line ends with the Mulliken charge.
Geometry (Å):
S1 -0.4570 -1.0129 -0.1217  0.02
O1 1.4503 1.3981 -0.1003  -0.30
N1 2.0981 0.2458 0.1328  -0.24
N2 -1.2363 0.5280 -0.1882  -0.45
C1 1.3447 -0.8289 0.1746  -0.06
C2 -2.4565 0.6489 0.1788  -0.17
H1 1.8586 -1.8563 0.2917  0.30
H2 -2.9476 1.5916 0.3891  0.29
H3 0.5705 1.2695 -0.1142  0.47
H4 -3.1340 -0.3190 0.4500  0.15

***

[13]
# C2H4N2OS

An isolated molecule of C2H4N2OS at a distorted geometry (ωB97M-V with the def2-TZVPD basis set, OMol25).

Results
net charge: 0
spin multiplicity: 1
lowest unoccupied orbital energy: -0.654 eV

Each line ends with the Mulliken charge.
Geometry (Å):
S1 -2.9023 -0.1928 0.1362  -0.27
O1 -0.8640 1.4204 -0.2979  -0.48
N1 1.4792 0.3499 0.2268  -0.56
N2 0.9477 -0.9161 -0.1339  -0.42
C1 -0.3366 -0.9825 -0.2381  -0.02
C2 -1.3255 0.1568 -0.1293  0.40
H1 2.4846 0.2035 0.1893  0.27
H2 0.1129 1.3579 -0.4549  0.48
H3 1.2317 0.5570 1.2228  0.27
H4 -0.8276 -1.9542 -0.5210  0.33

***

[14]
# C2H4N2OS

A cluster of 2 separate species, C2H4N2OS in total at a distorted geometry (ωB97M-V with the def2-TZVPD basis set, OMol25).

Results
net charge: 0
spin multiplicity: 1
lowest unoccupied orbital energy (alpha / beta): 0.616 / 0.616 eV

Each line ends with the Mulliken charge.
Geometry (Å):
S1 -1.5766 0.8796 -0.5228  -0.15
O1 0.2190 -0.8496 -2.2299  -0.62
N1 1.2760 1.2497 1.2945  -0.38
N2 0.3674 -0.8831 -0.9460  0.16
C1 1.5640 2.1189 0.6096  0.11
C2 -0.3764 -0.1848 -0.0990  -0.31
H1 1.8289 2.9998 0.1592  0.31
H2 1.1089 -1.4802 -0.5172  0.26
H3 -1.4579 1.3753 0.7281  0.14
H4 -0.3102 -0.5018 0.9058  0.48

***

[15]
# C2H4N2OS

A cluster of 2 separate species, C2H4N2OS in total at a distorted geometry (ωB97M-V with the def2-TZVPD basis set, OMol25).

Results
net charge: 0
spin multiplicity: 1
lowest unoccupied orbital energy (alpha / beta): -1.597 / -4.977 eV

Each line ends with the Mulliken charge.
Geometry (Å):
S1 -0.0507 1.4864 0.0640  0.65
O1 0.0332 2.5662 -0.8686  -0.52
N1 -1.8783 -1.7846 1.1199  -0.18
N2 1.0533 1.5948 1.1847  -0.47
C1 -1.7761 -2.8203 0.6587  0.20
C2 0.3459 -0.1903 -0.8494  -0.74
H1 1.0857 0.6764 1.6360  0.27
H2 0.8778 -0.6888 -0.1116  0.30
H3 0.8504 -0.0094 -1.8805  0.30
H4 -0.5412 -0.8305 -0.9532  0.21

***

[16]
# C2H4N2OS

An isolated molecule of C2H4N2OS at a distorted geometry (ωB97M-V with the def2-TZVPD basis set, OMol25).

Results
net charge: 0
spin multiplicity: 1
lowest unoccupied orbital energy: 0.371 eV

Each line ends with the Mulliken charge.
Geometry (Å):
S1 0.2310 1.8787 -0.0302  -0.15
O1 2.4030 -0.1805 0.0720  -0.50
N1 0.1429 0.0976 0.0526  -0.04
N2 -2.2308 -0.0599 0.0446  -0.60
C1 1.3068 -0.6328 -0.0236  0.22
C2 -1.0862 -0.5361 -0.0610  0.23
H1 -2.4352 0.8885 0.3346  0.23
H2 1.1354 -1.7379 -0.1320  0.19
H3 -1.0386 -1.5895 -0.2154  0.24
H4 1.5716 1.8719 -0.0417  0.18

***

[17]
# C2H4N2OS

An isolated molecule of C2H4N2OS at a distorted geometry (ωB97M-V with the def2-TZVPD basis set, OMol25).

Results
net charge: 0
spin multiplicity: 1
lowest unoccupied orbital energy: 0.499 eV

Each line ends with the Mulliken charge.
Geometry (Å):
S1 -1.2534 0.0170 0.3568  0.43
O1 -2.0121 0.3309 -0.8948  -0.59
N1 1.3107 -0.4940 -0.9332  -0.17
N2 1.3392 0.5769 -0.4584  0.01
C1 -0.2376 -1.4279 -0.0843  -0.68
C2 0.3392 1.1978 0.3917  -0.38
H1 0.0674 2.2868 0.3046  0.32
H2 0.7489 1.0495 1.5021  0.28
H3 0.3633 -1.7057 0.7964  0.39
H4 -0.6656 -1.8314 -0.9809  0.38

***

[18]
# C2H4N2OS

An isolated molecule of C2H4N2OS (ωB97M-V with the def2-TZVPD basis set, OMol25).

Results
net charge: 0
spin multiplicity: 1
lowest unoccupied orbital energy: 0.400 eV

Each line ends with the Mulliken charge.
Geometry (Å):
S1 -1.2088 0.0415 0.4904  0.03
O1 1.4615 1.4839 -0.5666  -0.35
N1 0.4296 2.2416 -0.1146  -0.28
N2 0.1208 -0.8733 -0.0813  -0.42
C1 -0.6491 1.7104 0.3035  -0.03
C2 0.0197 -2.1340 -0.0725  -0.23
H1 1.2309 0.5192 -0.5135  0.51
H2 -0.8672 -2.6720 0.3104  0.18
H3 -1.4140 2.4073 0.6376  0.33
H4 0.8768 -2.7246 -0.3934  0.26

***

[19]
# C2H4N2OS

A structure of composition C2H4N2OS at a distorted geometry (ωB97M-V with the def2-TZVPD basis set, OMol25).

Results
net charge: 0
spin multiplicity: 1
lowest unoccupied orbital energy: -0.331 eV

Each line ends with the Mulliken charge.
Geometry (Å):
S1 0.8573 -0.8146 0.7726  -0.17
O1 0.7206 -3.2172 -0.3857  -0.37
N1 -0.6998 0.9841 -0.5852  -0.60
N2 0.7035 2.0516 1.2631  -0.60
C1 0.3020 1.0105 0.4909  0.50
C2 0.2498 -2.1008 -0.6335  0.18
H1 -1.4768 1.8591 -0.4662  0.30
H2 1.5421 1.7007 1.7103  0.27
H3 -0.7718 -1.7637 -1.5907  0.23
H4 -1.4269 0.2903 -0.5756  0.26

***

[20]
# C2H4N2OS

An isolated molecule of C2H4N2OS at a distorted geometry (ωB97M-V with the def2-TZVPD basis set, OMol25).

Results
net charge: 0
spin multiplicity: 1
lowest unoccupied orbital energy (alpha / beta): -2.011 / -2.005 eV

Each line ends with the Mulliken charge.
Geometry (Å):
S1 -3.7609 -0.3322 -0.1267  -0.22
O1 -1.2057 -1.3496 0.3303  -0.35
N1 -1.5298 1.0249 -0.0230  0.23
N2 -1.4803 2.2616 0.2505  -0.52
C1 -2.2155 0.0109 0.2814  0.39
C2 0.0603 -1.1142 -0.1563  -0.48
H1 0.3750 -0.0144 0.2063  0.20
H2 -1.0888 2.7451 -0.5607  0.28
H3 0.6462 -1.9787 0.2735  0.21
H4 0.1948 -1.2264 -1.1858  0.25

***

In order of appearance, ΔE to the lowest compared entry with this formula, charge and spin = 156.3 173.9 118.8 60.9 107.9 30.3 141.4 183.8 61.5 116.7 114.3 112.0 58.7 107.0 182.3 44.6 118.1 90.2 102.4 136.1 kcal/mol.
In order of appearance, E = -338.404118 -338.376136 -338.463846 -338.556147 -338.481194 -338.604931 -338.427838 -736.512052 -736.706852 -1134.771081 -412.766771 -661.406974 -661.491956 -661.415069 -661.295014 -661.514519 -661.397307 -661.441851 -661.422401 -661.368709 hartree.